# 1
{
  "formula": "C29H34N4O5S",
  "method": "the ωB97M-V functional and the def2-TZVPD basis",
  "homo_ev": -9.4,
  "orbital_gap_ev": 8.3,
  "smiles": "[H]/N=C(/N)NCCCC[C@H]1[C@@H](C)[C@@H](C/C=N/[H])S(=O)(=O)O[C@H]1CC#C.O=C1c2ccccc2C(=O)c2ccccc21",
  "symbols": ["H", "C", "H", "C", "C", "H", "C", "C", "N", "C", "H", "H", "H", "C", "O", "N", "H", "C", "H", "H", "H", "H", "H", "H", "C", "H", "H", "C", "H", "H", "H", "H", "H", "H", "C", "H", "C", "H", "H", "N", "C", "C", "S", "H", "C", "C", "H", "C", "C", "H", "H", "C", "H", "O", "C", "O", "C", "C", "H", "H", "O", "H", "N", "C", "H", "C", "C", "C", "H", "C", "C", "C", "O"],
  "xyz": [[5.0131, 3.1572, 2.7249], [-1.8620, -2.9399, -2.1746], [-1.1594, -4.6526, -6.7167], [-2.3289, -3.6513, -4.5384], [-3.6543, -2.2716, -0.7270], [4.0244, 3.2841, 0.4396], [1.6003, 0.8030, 0.0912], [-0.4394, -4.4551, -5.9347], [4.5304, 1.3143, 1.0424], [0.0425, -3.6875, -3.7006], [-0.2217, 5.1610, 1.9662], [2.9855, 2.5992, 1.6793], [-1.5934, -2.3601, -0.1359], [-1.9563, 3.1894, 2.2967], [-2.0900, 2.1284, 4.6407], [-3.0237, 1.1294, -0.2373], [-5.6169, -2.2563, -1.6002], [0.9061, -4.7153, -6.1300], [-1.6758, 3.2041, 0.1226], [4.9293, -0.6659, 2.1722], [0.1730, 4.1710, 0.5848], [-0.1970, 3.2489, 3.4725], [-4.8264, -3.0489, -3.8108], [-0.2878, 0.7026, 3.9203], [4.9083, 1.1547, 2.4212], [2.8750, -4.6512, -5.2755], [1.2440, -5.1230, -7.0736], [-3.4369, 2.1206, 0.4301], [-0.1204, -1.0501, 1.4419], [-3.7910, 0.4840, -0.4198], [5.3792, 1.5854, 0.5533], [4.3705, 2.3039, 3.9823], [1.1869, 1.6654, 2.4518], [3.2726, -1.6042, 3.8752], [0.2419, 1.3625, 0.5583], [-0.5502, 0.6636, 0.3038], [-0.0956, -0.8392, 2.5089], [-3.9936, -1.9371, 0.2456], [3.2143, 1.5493, -1.1613], [5.0584, 2.2894, 3.2409], [3.5205, 2.3670, 0.7606], [0.1607, 1.6801, 2.0774], [-2.6325, 1.9147, 3.3291], [2.0971, -3.7353, -3.1111], [-2.7772, -3.1480, -3.2085], [-4.1279, -2.8966, -2.9997], [-2.2264, 4.1322, 2.7673], [-0.5421, 0.5744, 2.8685], [1.8232, -4.4522, -5.1179], [2.0372, 2.7750, -0.7082], [1.3106, 4.3305, 1.9345], [-2.3075, -2.5086, -0.9338], [-0.8197, -1.5118, 2.9766], [0.3948, -2.9275, -1.4956], [-2.4926, 3.2192, 0.8335], [-3.1199, -3.8268, -5.4403], [1.2065, -1.1323, 3.0926], [-4.5654, -2.4548, -1.7615], [1.4170, 0.1672, -0.7741], [-3.0072, 4.1680, 0.6821], [-4.0527, 1.8274, 3.2219], [-4.4733, 2.1974, 0.7557], [5.1249, 0.0080, 2.9113], [-0.4052, 3.0811, 2.4139], [2.0823, 0.2177, 0.8750], [1.3932, -3.9397, -3.9060], [2.2992, -1.3810, 3.5122], [-0.4030, -3.1635, -2.3787], [0.0706, 2.2588, -0.0281], [0.2606, 4.2275, 1.6661], [2.5834, 1.9012, -0.3447], [-0.8766, -3.9372, -4.7221], [-1.9875, 0.6061, 2.7219]],
  "atomic_forces_ev_per_a": [[-0.089, -0.015, 0.026], [0.001, -0.047, -0.081], [-0.060, 0.036, 0.038], [-0.075, -0.004, -0.079], [-0.065, 0.022, 0.044], [-0.084, 0.136, 0.056], [-0.043, 0.440, -0.185], [0.074, -0.035, -0.080], [0.320, 0.836, 0.270], [-0.070, 0.000, -0.012], [0.026, 0.064, 0.000], [-0.124, -0.035, 0.013], [0.056, -0.005, -0.041], [0.578, -0.038, -0.822], [0.144, -0.057, -0.152], [0.001, 0.054, -0.169], [-0.005, -0.017, 0.006], [0.010, 0.015, 0.029], [0.155, -0.085, 0.046], [-0.078, -0.075, 0.114], [0.086, -0.087, -0.064], [-0.033, -0.049, 0.073], [0.052, -0.037, -0.046], [-0.354, 0.125, 0.126], [-0.064, -0.383, 0.223], [0.003, -0.004, -0.003], [0.004, 0.002, -0.004], [-0.091, -0.265, 0.056], [0.130, 0.100, -0.092], [0.026, -0.021, -0.051], [-0.031, -0.378, -0.236], [0.312, -0.080, 0.265], [0.024, 0.043, 0.158], [0.063, 0.057, 0.084], [0.286, -0.189, 0.369], [-0.158, 0.099, -0.140], [-0.530, -0.237, 0.514], [-0.016, -0.013, 0.002], [-0.032, -0.028, -0.094], [-0.450, 0.162, -0.421], [0.413, -0.186, -0.103], [0.007, 0.168, -0.793], [-0.298, 0.575, 1.265], [-0.056, 0.016, 0.053], [0.055, -0.002, 0.015], [-0.075, 0.048, 0.057], [-0.195, -0.119, 0.321], [0.815, -0.129, 0.080], [-0.027, 0.000, -0.012], [-0.057, -0.013, -0.145], [0.101, -0.165, -0.059], [-0.053, 0.068, 0.111], [-0.064, -0.033, -0.063], [-0.002, 0.016, -0.009], [-0.263, 0.007, 0.054], [0.009, -0.004, 0.008], [0.163, -0.010, -0.449], [0.059, -0.016, -0.016], [0.030, -0.243, 0.100], [-0.062, 0.054, 0.078], [0.077, -0.303, -0.598], [-0.034, 0.155, 0.033], [0.027, 0.025, -0.172], [-0.140, -0.257, 0.190], [-0.065, -0.290, -0.069], [0.091, -0.039, -0.058], [0.054, -0.033, 0.106], [0.075, 0.032, 0.077], [-0.210, 0.009, -0.077], [-0.207, 0.336, 0.167], [0.004, 0.067, 0.289], [0.005, 0.018, 0.078], [-0.078, 0.243, -0.198]]
}

# 2
{
  "formula": "CH2IN2S2",
  "method": "the ωB97M-V functional and the def2-TZVPD basis",
  "homo_ev": -13.7,
  "total_charge": 1,
  "orbital_gap_ev": 8.3,
  "symbols": ["N", "S", "N", "I", "H", "H", "C", "S"],
  "xyz": [[-1.0262, -1.1696, 0.0195], [-2.4032, -0.4405, -0.1991], [0.9227, 1.0287, 0.2972], [3.6888, -0.2758, -0.2062], [-1.0319, -2.2423, -0.2132], [-0.0747, 1.2224, 0.2186], [1.9474, 0.4580, 0.2539], [-2.0229, 1.4190, -0.1707]],
  "atomic_forces_ev_per_a": [[-1.161, -1.760, -1.004], [2.090, -1.187, 0.046], [4.969, -2.361, 0.284], [0.564, -0.330, 0.128], [-0.629, 2.406, 0.783], [-1.474, 0.346, -0.050], [-3.592, 2.355, -0.321], [-0.765, 0.531, 0.134]]
}